1.
ORCA calculation (ωB97M-V/def2-TZVPD) on a cluster of 7 separate species, C4H21N2O8 in total in a non-equilibrium geometry.

Atoms and positions in Å:
C (-0.958, 2.469, -0.333)
N (-0.107, 3.116, -1.394)
C (1.383, 3.112, -1.107)
O (1.850, 1.810, -1.320)
C (-0.702, 0.993, 0.136)
N (-1.084, 0.549, 1.357)
C (-1.009, 1.359, 2.508)
O (-1.696, 1.057, 3.431)
H (-0.790, 3.159, 0.506)
H (-1.959, 2.463, -0.874)
H (-0.316, 2.666, -2.182)
H (1.374, 3.505, -0.074)
H (1.765, 3.866, -1.842)
H (0.549, 1.023, -0.005)
H (-0.863, 0.189, -0.560)
H (-1.716, -0.200, 1.385)
H (-0.458, 2.270, 2.410)
H (0.490, -3.810, -0.938)
H (-0.457, -2.969, -1.709)
O (0.340, -2.964, -1.136)
H (1.244, -0.112, -3.254)
H (0.999, 1.137, -2.092)
O (0.612, 0.565, -3.064)
H (0.049, -2.576, 3.418)
H (0.317, -2.173, 2.032)
O (0.165, -2.997, 2.580)
H (3.388, -2.088, 1.306)
H (3.468, -1.965, -0.216)
O (3.980, -2.253, 0.563)
H (-1.920, -2.757, 0.591)
H (-1.497, -3.261, 2.060)
O (-2.191, -2.767, 1.468)
H (-0.686, -0.280, -2.881)
H (-1.130, -1.678, -3.374)
O (-1.285, -1.157, -2.606)

Energy above the lowest of the compared OMol25 structures with the same formula, charge and spin: 126.05 kcal per mole
Charge: -1
E_HOMO: -4.3 eV
Strongest force on any atom: 7.927 eV/A
Kohn-Sham gap: 6.915 eV
E_LUMO: 2.61 eV



2.
ORCA calculation (ωB97M-V/def2-TZVPD) on a cluster of 9 separate species, C4H22NO10S in total in a non-equilibrium geometry.

Atoms and positions in Å:
O (3.138, -1.386, 1.387)
C (2.261, -0.620, 1.775)
N (1.045, -0.523, 1.218)
C (0.797, -1.018, -0.134)
C (0.526, 0.092, -1.123)
S (-1.234, 0.584, -0.945)
C (-0.557, -1.835, -0.083)
O (-1.133, -2.056, 0.967)
H (2.542, -0.071, 2.703)
H (0.426, 0.276, 1.332)
H (1.599, -1.718, -0.381)
H (1.194, 0.946, -0.995)
H (0.696, -0.218, -2.162)
H (-0.820, -2.437, -0.958)
H (3.905, -1.280, -1.434)
H (3.967, -0.374, -0.242)
O (3.983, -0.363, -1.212)
H (-1.544, -1.209, -3.150)
H (-2.184, 0.106, -3.626)
O (-2.157, -0.855, -3.816)
H (-2.599, 0.331, 2.631)
H (-1.974, 1.462, 1.819)
O (-2.820, 1.143, 2.153)
H (-2.753, -3.258, -0.586)
H (-3.402, -2.302, 0.297)
O (-3.484, -3.228, 0.038)
H (2.262, 2.751, -0.188)
H (2.285, 4.003, -1.024)
O (2.046, 3.677, -0.143)
H (0.594, -2.278, 3.751)
H (0.191, -2.994, 2.456)
O (0.237, -3.105, 3.423)
H (0.603, 2.952, -3.181)
H (-0.843, 2.985, -2.960)
O (-0.096, 3.589, -3.065)
H (-1.187, 3.036, 0.712)
H (0.126, 3.717, 0.886)
O (-0.781, 3.780, 1.190)

Energy above the lowest of the compared OMol25 structures with the same formula, charge and spin: 55.21 kcal per mole
Charge: -1
E_HOMO: -5.0 eV
Strongest force on any atom: 1.746 eV/A
Kohn-Sham gap: 7.458 eV
E_LUMO: 2.45 eV



3.
ORCA calculation (ωB97M-V/def2-TZVPD) on a structure of composition C4H22NO8 in a non-equilibrium geometry.

Atoms and positions in Å:
C (0.047, 1.037, -1.253)
N (0.691, -0.198, -0.806)
C (0.708, -0.548, 0.603)
C (1.146, 0.619, 1.495)
O (2.428, 0.105, 1.997)
C (-0.757, -0.967, 1.064)
O (-1.777, -0.019, 0.995)
H (0.861, 1.761, -1.421)
H (-0.323, 0.790, -2.282)
H (-0.665, 1.491, -0.569)
H (0.382, -0.978, -1.379)
H (1.260, -1.501, 0.755)
H (1.381, 1.563, 0.981)
H (0.547, 0.719, 2.402)
H (3.128, 0.751, 2.140)
H (-1.106, -1.838, 0.499)
H (-0.690, -1.287, 2.124)
H (-2.546, 0.113, -0.288)
H (-3.998, 0.196, -1.059)
O (-3.055, 0.120, -1.212)
H (1.501, -2.755, -3.460)
H (-0.026, -2.599, -3.530)
O (0.715, -3.131, -3.867)
H (-0.786, 2.944, 2.869)
H (0.676, 2.766, 3.188)
O (-0.084, 3.161, 3.610)
H (-1.590, 1.152, 1.455)
H (-1.858, 2.740, 1.050)
O (-1.258, 2.276, 1.624)
H (3.620, -0.786, 0.044)
H (2.821, -1.082, -1.142)
O (3.585, -1.435, -0.655)
H (-2.138, -1.065, -1.969)
H (-1.281, -2.339, -1.643)
O (-1.559, -1.773, -2.363)

Energy above the lowest of the compared OMol25 structures with the same formula, charge and spin: 21.55 kcal per mole
Charge: -1
E_HOMO: -5.0 eV
Strongest force on any atom: 3.601 eV/A
Kohn-Sham gap: 8.090 eV
E_LUMO: 3.05 eV



4.
ORCA calculation (ωB97M-V/def2-TZVPD) on a structure of composition C4H23B3NNiO in a non-equilibrium geometry.

Atoms and positions in Å:
Ni (-0.467, 0.633, -0.487)
B (0.021, 2.575, -1.215)
H (0.126, 3.638, -1.367)
H (0.453, 2.305, -0.264)
H (-0.950, 2.126, -1.356)
H (0.659, 2.098, -1.942)
B (-1.755, 1.427, 1.188)
H (-2.051, 2.446, 0.991)
H (-2.097, 0.881, 0.323)
H (-0.683, 1.328, 1.264)
H (-2.303, 1.170, 2.081)
B (-1.286, -0.458, -2.125)
H (-1.534, -1.087, -2.966)
H (-0.299, -0.061, -2.304)
H (-2.078, 0.262, -1.995)
H (-1.194, -1.074, -1.244)
C (2.489, -0.252, 1.200)
C (1.935, -1.107, 0.134)
C (0.709, -1.846, 0.586)
O (-0.385, -0.983, 0.843)
C (-1.541, -1.668, 1.384)
N (1.507, -0.022, -0.749)
H (1.818, 0.471, 1.664)
H (3.410, 0.227, 0.870)
H (2.929, -0.834, 2.010)
H (2.714, -1.779, -0.226)
H (0.985, -2.256, 1.558)
H (0.393, -2.636, -0.096)
H (-1.401, -1.969, 2.422)
H (-1.665, -2.618, 0.863)
H (-2.505, -1.163, 1.325)
H (2.354, 0.522, -0.668)
H (1.694, -0.298, -1.703)

Charge: 0
E_HOMO (alpha / beta): -10.0 / -9.9 eV
Strongest force on any atom: 5.024 eV/A
Kohn-Sham gap (alpha / beta): 10.129 / 6.704 eV
E_LUMO (alpha / beta): 0.11 / -3.18 eV
Expectation value of S²: 3.76
Multiplicity: 4



5.
ORCA calculation (ωB97M-V/def2-TZVPD) on a cluster of 7 separate species, C4H23NO6 in total in a non-equilibrium geometry.

Atoms and positions in Å:
C (2.861, 1.828, 1.142)
C (2.120, 0.497, 1.180)
C (2.089, -0.216, -0.171)
C (1.074, 0.279, -1.216)
N (-0.144, -0.489, -1.272)
H (2.848, 2.352, 2.098)
H (2.338, 2.517, 0.458)
H (3.869, 1.860, 0.725)
H (2.642, -0.108, 1.925)
H (1.100, 0.717, 1.513)
H (3.139, -0.180, -0.498)
H (1.967, -1.294, -0.016)
H (1.572, 0.384, -2.181)
H (0.833, 1.316, -0.942)
H (-0.523, -0.666, -0.347)
H (-0.116, -1.295, -1.876)
O (-2.412, 1.617, -0.221)
H (-2.233, 2.335, 0.406)
H (-1.798, 1.960, -0.889)
O (-2.087, -3.266, -0.959)
H (-1.250, -3.188, -0.467)
H (-1.774, -2.792, -1.751)
O (-3.550, -0.855, -0.588)
H (-3.194, -1.679, -0.960)
H (-3.943, -0.334, -1.308)
O (0.039, 3.359, -0.943)
H (0.500, 3.561, -1.759)
H (0.466, 3.848, -0.232)
O (-1.758, -0.785, 1.373)
H (-1.662, -1.703, 1.086)
H (-2.454, -0.415, 0.794)
O (0.055, -3.110, 1.657)
H (-0.559, -3.752, 2.059)
H (-0.054, -2.305, 2.178)

Energy above the lowest of the compared OMol25 structures with the same formula, charge and spin: 39.29 kcal per mole
Charge: 0
SMILES: CCCCN.O.O.O.O.O.O
E_HOMO: -8.6 eV
Strongest force on any atom: 1.622 eV/A
Kohn-Sham gap: 9.045 eV
E_LUMO: 0.44 eV



6.
ORCA calculation (ωB97M-V/def2-TZVPD) on a cluster of 7 separate species, C4H23NO6S in total in a non-equilibrium geometry.

Atoms and positions in Å:
C (-0.716, 1.524, 0.178)
C (-0.800, 1.770, 1.735)
S (-1.763, 0.422, 2.537)
C (0.288, 2.417, -0.523)
N (0.790, 1.909, -1.839)
C (0.556, 3.015, -2.882)
H (-0.386, 0.388, 0.236)
H (-1.720, 1.578, -0.325)
H (-1.451, 2.732, 1.967)
H (0.335, 1.789, 2.078)
H (-2.942, 0.406, 1.921)
H (-0.180, 3.474, -0.417)
H (1.163, 2.499, 0.011)
H (0.210, 1.139, -2.102)
H (1.477, 3.747, -2.729)
H (-0.451, 3.327, -2.791)
H (0.753, 2.497, -3.849)
H (0.433, -3.135, 2.296)
H (-0.183, -4.377, 2.764)
O (0.364, -3.988, 2.110)
H (1.795, -0.155, -2.168)
H (2.521, -1.494, -2.037)
O (1.775, -1.152, -2.447)
H (-3.115, -1.172, -0.660)
H (-4.516, -1.682, -1.236)
O (-4.023, -0.875, -0.906)
H (-0.236, -2.201, -0.768)
H (-0.720, -1.266, -1.860)
O (-0.897, -1.609, -0.935)
H (1.656, -0.004, 4.557)
H (1.275, -0.358, 3.159)
O (1.348, 0.421, 3.797)
H (2.508, -3.473, 0.996)
H (2.303, -4.503, 0.067)
O (2.550, -3.609, 0.066)

Charge: +1
E_HOMO (alpha / beta): -12.7 / -12.7 eV
Strongest force on any atom: 5.907 eV/A
Kohn-Sham gap (alpha / beta): 9.344 / 4.009 eV
E_LUMO (alpha / beta): -3.40 / -8.69 eV
Expectation value of S²: 0.75
Multiplicity: 2